Entry 1:
Formula: C40H36BrCdCl6N5O6
Source: the OMol25 dataset
Level of theory: ωB97M-V with the def2-TZVPD basis set

frontier orbital gap = 5.6 eV
molar mass = 1087.79 g/mol
E_HOMO = -1.8 eV
net charge = -2
lowest unoccupied orbital energy = 3.861 eV
F_max = 0.75 eV Å⁻¹
energy above the lowest of the compared OMol25 structures with the same formula, charge and spin = 0.0 kcal per mole

Geometry (Å):
Cd (-0.4359, -0.1716, -0.0696)
Br (3.8257, -0.2474, -0.9631)
Cl (-3.6092, 3.5928, 1.3999)
Cl (0.2441, 6.7315, -0.8153)
Cl (-7.5570, -2.7835, 1.6356)
Cl (-4.6740, -2.8842, -3.0056)
Cl (1.9161, 4.1239, -1.4579)
Cl (-2.5602, 6.4585, 0.5704)
O (-0.6830, -4.1083, 0.4316)
O (0.1191, -1.1050, 1.8195)
O (0.6967, -2.9772, 3.4304)
O (0.6538, 1.6572, -0.5517)
O (-2.0601, -2.5776, -0.4554)
O (-1.7190, 1.4339, 0.8448)
N (-2.1258, 0.0891, -1.7125)
N (0.6299, -1.7560, -1.4209)
N (2.2038, 0.5694, 1.4717)
N (1.5055, 0.6662, 2.5547)
N (-4.8834, -2.4531, -0.0820)
C (-5.0967, -0.6959, 1.6204)
C (-1.3048, 2.6002, 0.4491)
C (4.7397, 5.6818, 1.1995)
C (0.2600, -0.1671, 2.7880)
C (6.5116, 4.0795, -0.1810)
C (-6.1536, -2.6863, -2.1146)
C (4.3599, 4.4032, 0.8163)
C (0.3825, -0.7248, 4.2098)
C (-2.0455, 3.7726, 0.6500)
C (-1.5907, 5.0473, 0.2610)
C (0.9222, -1.7858, -2.8559)
C (-6.0926, -2.5290, -0.7015)
C (0.4042, -0.3314, 6.6060)
C (3.9738, 1.3630, 0.0612)
C (6.0017, 6.1717, 0.8908)
C (0.7022, -2.5608, 5.7498)
C (0.6173, -1.6877, 6.8224)
C (-0.4039, 0.3315, -3.4510)
C (-3.7661, -0.7676, 3.6119)
C (-4.5366, -1.8924, 1.1828)
C (-7.3716, -2.5548, -0.0821)
C (-0.2161, -1.1849, -3.6811)
C (-2.8159, -3.7621, 1.4792)
C (0.5906, -2.0955, 4.4351)
C (-0.0339, 2.7220, -0.2627)
C (-4.7190, -0.1366, 2.8300)
C (-7.3285, -2.7057, -2.8334)
C (6.8874, 5.3590, 0.1923)
C (-0.3624, 5.1656, -0.3589)
C (-3.5296, -2.5145, 1.9422)
C (-1.7482, -3.4788, 0.3959)
C (5.2412, 3.5639, 0.1231)
C (-8.5534, -2.5395, -0.8058)
C (0.2839, 0.1290, 5.3001)
C (-8.5490, -2.5926, -2.1854)
C (-3.1805, -1.9418, 3.1597)
C (-1.8074, 0.7258, -2.9931)
C (3.1143, 1.4512, 1.2133)
C (4.9160, 2.2206, -0.3628)
C (0.3918, 4.0052, -0.6194)
H (7.8721, 5.7308, -0.0686)
H (-0.1639, 0.8860, -4.3610)
H (-1.8289, 1.8063, -2.8462)
H (0.3128, 0.3533, 7.4413)
H (-0.5676, 0.5572, 2.7796)
H (-0.0397, -2.4914, -1.1748)
H (1.0990, -2.8121, -3.1966)
H (-7.2783, -2.8181, -3.9089)
H (4.0355, 6.3096, 1.7327)
H (-9.4739, -2.5846, -2.7473)
H (0.8714, -3.6225, 5.8986)
H (0.2847, 0.6692, -2.6721)
H (-0.0093, -1.3811, -4.7364)
H (-3.5339, -4.4705, 1.0547)
H (-5.8108, -0.1832, 0.9870)
H (0.7127, -2.0718, 7.8320)
H (-2.8682, 0.5660, -1.2143)
H (3.2537, 2.2983, 1.8830)
H (-2.2918, -4.2389, 2.3032)
H (5.5361, 1.8841, -1.1853)
H (6.2824, 7.1813, 1.1684)
H (-4.0139, -2.6036, -0.6196)
H (-9.4881, -2.5244, -0.2593)
H (1.4686, -1.9515, -0.8823)
H (0.5552, -2.4446, 2.5846)
H (-2.5475, 0.4808, -3.7653)
H (-1.1356, -1.7273, -3.4340)
H (-2.3848, -0.8873, -1.8135)
H (-3.4557, -0.3356, 4.5568)
H (1.8350, -1.2138, -3.0378)
H (1.6552, 1.4500, 3.1766)
H (-2.4102, -2.4191, 3.7494)
H (0.0791, 1.1823, 5.1257)
H (7.2127, 3.4470, -0.7143)
H (3.3472, 4.0753, 1.0113)
H (-5.1642, 0.7994, 3.1492)

***

Entry 2:
Formula: C40H36ClN3Si2Sm
Source: the OMol25 dataset
Level of theory: ωB97M-V with the def2-TZVPD basis set

frontier orbital gap (alpha / beta) = 4.9 / 4.9 eV
molar mass = 800.73 g/mol
E_HOMO (alpha / beta) = -10.0 / -10.0 eV
spin multiplicity = 6
net charge = +1
lowest unoccupied orbital energy (alpha / beta) = -5.116 / -5.122 eV
F_max = 3.99 eV Å⁻¹
⟨S²⟩ = 8.761

Geometry (Å):
Sm (0.2435, -0.4221, 2.8768)
Cl (2.4473, -1.0205, 1.7548)
Si (-0.6472, -0.2508, -4.1040)
Si (0.6888, -0.0723, -1.9463)
N (1.4353, 1.4831, 5.4096)
N (1.3493, 0.2365, 4.9884)
N (0.3515, 1.9767, 3.3641)
C (-0.3574, -1.6154, -1.4087)
C (0.6989, 3.7354, -6.1947)
C (0.3428, -2.6099, -0.7159)
C (1.6635, -3.5810, -5.1573)
C (-0.3677, 1.3970, -1.4066)
C (-2.4189, 2.4248, -0.6293)
C (-0.2656, -3.8274, -0.3971)
C (-1.9292, 3.6790, -1.0126)
C (-2.3404, -3.0398, -1.3773)
C (-1.7226, -1.8228, -1.6982)
C (0.1487, 2.6679, -1.7328)
C (-0.6406, 3.8014, -1.5520)
C (-1.7166, -0.5472, 4.4270)
C (-2.2174, -0.0402, 3.1820)
C (-0.1896, -1.8820, -6.3822)
C (2.1416, -1.2891, 8.2477)
C (1.0986, -2.5218, -4.4404)
C (-0.1344, 4.2576, 2.7869)
C (0.4968, 4.7189, 3.9582)
C (1.8725, -2.0668, 5.5519)
C (1.0341, 3.7926, 4.8393)
C (1.9975, -0.3102, 7.2658)
C (-1.0297, 2.3427, -5.2133)
C (-1.6057, -4.0464, -0.7451)
C (0.3695, -2.9447, -7.1006)
C (1.2260, 1.4964, -5.4206)
C (0.1391, -1.6826, -5.0309)
C (2.0027, -3.0316, 6.5429)
C (-0.1067, 1.3042, -5.0160)
C (-1.2810, -1.8954, 4.2111)
C (-2.0890, -1.0770, 2.2014)
C (-0.1856, 2.8977, 2.5230)
C (1.2914, -3.8062, -6.4870)
C (-1.5119, -2.2231, 2.8392)
C (-0.6317, 3.5469, -5.7995)
C (1.6280, 2.7085, -5.9947)
C (1.7806, -0.7024, 5.9372)
C (0.9339, 2.4197, 4.5219)
C (-1.6315, 1.2868, -0.8107)
C (2.1210, -2.6467, 7.8863)
H (-0.8931, -2.5720, 4.9733)
H (0.0958, -3.1125, -8.1415)
H (-3.4010, -3.1849, -1.6118)
H (-0.2345, 4.7768, -1.8198)
H (-2.0794, -5.0072, -0.5161)
H (1.9916, 0.7587, 7.4879)
H (1.4190, -2.3477, -3.4128)
H (1.6782, 0.0263, -0.8401)
H (2.2107, -3.4133, 8.6603)
H (1.5341, 4.0266, 5.7768)
H (-3.4090, 2.3355, -0.1739)
H (2.2637, -0.9846, 9.2841)
H (-1.7184, -0.0220, 5.3830)
H (-1.3088, -3.1817, 2.3590)
H (1.1539, 2.7470, -2.1456)
H (-1.3602, 4.3441, -5.9543)
H (-2.6391, 0.9502, 3.0152)
H (-2.3357, -1.0621, -2.1850)
H (-2.0588, 2.2129, -4.8830)
H (-0.5856, 4.9511, 2.0747)
H (-0.8825, -1.2089, -6.8856)
H (-2.1267, -0.3322, -4.1424)
H (1.3629, -2.4160, -0.3808)
H (0.3024, -4.5870, 0.1404)
H (2.0078, -4.0896, 6.2684)
H (-0.6490, 2.4898, 1.6161)
H (2.3930, -4.2303, -4.6728)
H (0.5598, 5.7825, 4.1712)
H (1.9695, 0.7150, -5.2595)
H (1.7206, -4.6486, -7.0374)
H (1.0071, 4.6808, -6.6594)
H (2.6671, 2.8563, -6.2939)
H (-2.5437, 4.5749, -0.8778)
H (1.8408, -2.3117, 4.4789)
H (-2.4113, -1.0287, 1.1623)
H (-2.0234, 0.3145, -0.5002)

***

Entry 3:
Formula: C40H36N10O6OsS
Source: the OMol25 dataset
Level of theory: ωB97M-V with the def2-TZVPD basis set

frontier orbital gap = 5.7 eV
molar mass = 975.09 g/mol
E_HOMO = -6.0 eV
lowest unoccupied orbital energy = -0.274 eV
F_max = 0.45 eV Å⁻¹
energy above the lowest of the compared OMol25 structures with the same formula, charge and spin = 0.0 kcal per mole

Geometry (Å):
Os (1.3815, -0.4937, 1.5973)
S (0.9980, 1.2534, 3.9068)
O (-3.8758, -0.1977, -2.4707)
O (0.1640, 0.0406, 3.2025)
O (0.5621, 1.5081, -5.1687)
O (2.7789, -1.2097, 0.0892)
O (-0.6692, 0.3644, -3.5800)
O (4.6246, -1.0945, -1.1218)
N (-0.7427, 2.8531, 0.1895)
N (0.5392, 1.1589, 0.5878)
N (-0.0751, -2.0308, 0.6645)
N (0.3886, 3.0929, -0.5146)
N (-0.5473, -4.0344, -0.2115)
N (2.0913, -2.2115, 2.5416)
N (3.2363, -2.7611, 2.1220)
N (-1.5996, -3.5592, 0.4920)
N (-4.6690, 0.5206, -4.3845)
N (-4.8454, -0.8569, -4.3251)
C (-2.8664, -4.2673, 0.4594)
C (-3.0102, 4.7188, -1.9374)
C (2.7667, 1.0817, -4.1551)
C (-0.6427, 1.6944, 0.8392)
C (5.9030, 3.0578, 2.7115)
C (-2.9866, 2.3410, -1.6499)
C (-1.8649, 3.7681, 0.0907)
C (4.8505, 0.8909, 2.7809)
C (3.5090, -3.8839, 2.7986)
C (2.4993, -4.0636, 3.7220)
C (1.4009, 0.9781, -4.2291)
C (0.3520, -3.0909, -0.0768)
C (-0.7463, 1.0537, -4.8311)
C (0.6728, 0.2860, -3.2795)
C (-4.9411, -4.8839, -2.6611)
C (-4.1001, 0.8609, -3.2809)
C (2.6645, -0.2429, -2.1148)
C (-4.2663, -5.0893, -1.4637)
C (1.2667, -0.3299, -2.2104)
C (-0.4961, 1.4822, 5.0244)
C (5.9878, 1.6768, 2.8465)
C (-3.6439, -2.7790, -1.4160)
C (-2.6356, 3.6055, -1.1994)
C (-3.7287, 4.5718, -3.1178)
C (3.3884, 0.4456, -3.0786)
C (-4.3664, -1.2321, -3.1911)
C (-3.6127, -4.0378, -0.8365)
C (-4.0836, 3.3122, -3.5655)
C (3.5113, 2.8643, 2.4764)
C (-4.3230, -2.5708, -2.6073)
C (1.1405, 2.0572, -0.2454)
C (-3.7127, 2.1939, -2.8228)
C (3.5884, 1.4701, 2.5994)
C (2.3810, 0.6777, 2.6167)
C (4.6601, 3.6418, 2.5171)
C (1.6317, -2.9824, 3.5189)
C (3.4299, -0.8824, -0.9799)
C (-1.3052, -2.3602, 1.0013)
C (2.0287, 0.7481, 5.3054)
C (-4.9707, -3.6274, -3.2401)
H (2.0783, 1.5600, 6.0310)
H (4.3909, -4.4623, 2.5838)
H (-0.2485, 2.2511, 5.7613)
H (1.3409, -3.1362, -0.5037)
H (-1.3143, 1.8465, 4.4017)
H (4.5781, 4.7160, 2.4033)
H (-2.6772, 1.4587, -1.1034)
H (-1.3842, 1.2821, 1.5038)
H (3.0252, 0.4864, 4.9564)
H (-2.7265, 5.7076, -1.5976)
H (-5.4384, -5.7124, -3.1470)
H (-5.4895, -3.4495, -4.1722)
H (6.7955, 3.6682, 2.7495)
H (-4.0068, 5.4455, -3.6916)
H (4.4639, 0.4736, -2.9723)
H (2.4101, -4.8555, 4.4439)
H (2.5454, 3.3334, 2.3323)
H (6.9528, 1.2047, 2.9841)
H (-4.6446, 3.1783, -4.4806)
H (4.9312, -0.1874, 2.8561)
H (0.7260, -2.7003, 4.0306)
H (1.5516, -0.1174, 5.7631)
H (3.6278, -2.3425, 1.2662)
H (-1.4619, 4.7761, 0.1659)
H (-2.6405, -5.3252, 0.5770)
H (-0.8105, 0.5667, 5.5275)
H (-1.9704, -1.7788, 1.6198)
H (2.1414, 1.9357, -0.6227)
H (-3.1254, -1.9481, -0.9543)
H (-3.4508, -3.9466, 1.3227)
H (0.6816, -0.8489, -1.4631)
H (-1.1053, 0.3690, -5.6038)
H (-1.4070, 1.9144, -4.7318)
H (-2.5065, 3.5960, 0.9559)
H (-4.2339, -6.0799, -1.0259)
H (3.3316, 1.6236, -4.9006)

***

Entry 4:
Formula: C40H36N3O8PbSb2
Source: the OMol25 dataset
Level of theory: ωB97M-V with the def2-TZVPD basis set

frontier orbital gap = 6.1 eV
molar mass = 1137.46 g/mol
E_HOMO = -15.8 eV
net charge = +3
lowest unoccupied orbital energy = -9.606 eV
F_max = 1.11 eV Å⁻¹
energy above the lowest of the compared OMol25 structures with the same formula, charge and spin = 11.6 kcal per mole

Geometry (Å):
Pb (-0.3535, 0.4808, 0.0648)
Sb (1.8649, 0.1096, -4.0968)
Sb (3.9546, -0.3995, -2.1978)
O (1.1793, -1.0628, 1.4962)
O (-2.5032, 2.0707, 3.4166)
O (-1.6141, 0.7582, 1.8772)
O (1.2144, -2.0700, 3.4345)
O (-1.4881, 6.4222, 3.1943)
O (-2.5908, -0.2739, -0.9588)
O (-2.4403, 4.6391, 4.1265)
O (-4.4838, -1.3541, -0.5470)
N (-0.1799, 4.9692, 1.3118)
N (-0.2315, 2.8569, 0.7548)
N (-1.3515, -1.6924, 1.0149)
C (1.9495, -0.7815, -8.3698)
C (-1.0744, 3.0497, 1.8262)
C (-1.7032, 5.2418, 3.2391)
C (3.2662, -1.1296, -8.6286)
C (-1.7426, 2.5895, -3.5507)
C (4.0336, 1.1820, -0.7242)
C (0.7280, 2.9208, -4.7873)
C (0.8618, -1.6416, -3.2691)
C (-0.7942, 1.5820, -3.4697)
C (0.4322, 1.7611, -4.0897)
C (4.8329, 3.3208, -0.0159)
C (5.8816, -1.4313, -2.3493)
C (1.8728, -2.5795, -2.6293)
C (0.6143, -1.7719, 2.3204)
C (3.8391, -0.7907, -6.3203)
C (3.4276, 0.9793, 0.5054)
C (-1.0480, 4.3774, 2.1850)
C (-2.6837, -3.6717, 2.4007)
C (7.2612, -3.2007, -3.1253)
C (-3.2249, -1.1237, -0.3420)
C (4.2092, -1.1358, -7.6115)
C (1.5647, -0.4328, -7.0860)
C (8.2448, -2.8048, -2.2321)
C (8.0383, -1.7196, -1.3956)
C (6.8466, -1.0133, -1.4535)
C (-1.4607, 3.7583, -4.2393)
C (-1.8004, 1.9058, 2.4389)
C (4.2346, 3.1289, 1.2197)
C (3.5402, 1.9601, 1.4782)
C (-2.6102, -1.9786, 0.7178)
C (-0.7604, -2.2969, 2.0394)
C (6.0587, -2.5100, -3.1957)
C (1.3008, 4.3335, -0.5843)
C (0.2990, 4.0385, 0.4702)
C (2.5169, -0.4492, -6.0791)
C (2.6318, -1.9503, -1.4698)
C (-1.3894, -3.3133, 2.7603)
C (-0.2322, 3.9200, -4.8627)
C (-3.3205, -2.9759, 1.3823)
C (4.7331, 2.3495, -0.9984)
H (3.5606, -1.3887, -9.6327)
H (4.3236, 3.8869, 1.9839)
H (-4.9015, -0.7473, -1.1870)
H (8.7927, -1.4090, -0.6888)
H (9.1782, -3.3436, -2.1865)
H (5.3944, 4.2231, -0.2056)
H (1.9498, -1.5243, -0.7349)
H (-3.1898, -4.4758, 2.9132)
H (5.2082, 2.5009, -1.9581)
H (5.2371, -1.3903, -7.8212)
H (0.0205, 5.9635, 1.3491)
H (3.2454, -2.6975, -0.9706)
H (-2.7059, 2.4410, -3.0859)
H (-0.0254, 4.8147, -5.4303)
H (1.6837, 3.0554, -5.2759)
H (2.9012, 0.0641, 0.7354)
H (1.2180, -0.7654, -9.1628)
H (2.5763, -2.9518, -3.3852)
H (1.6790, 3.4121, -1.0232)
H (-2.5508, 3.6578, 4.0032)
H (0.1178, -1.3149, -2.5386)
H (0.5402, -0.1572, -6.8762)
H (1.3361, -3.4554, -2.2499)
H (6.6815, -0.1682, -0.7992)
H (-2.2050, 4.5373, -4.3003)
H (7.4195, -4.0513, -3.7704)
H (-0.8983, -3.8282, 3.5745)
H (3.0971, 1.7943, 2.4459)
H (0.8635, 4.9599, -1.3630)
H (-1.0389, 0.6607, -2.9568)
H (0.7028, -2.5674, 4.0929)
H (-4.3397, -3.1851, 1.1021)
H (4.5787, -0.7803, -5.5208)
H (0.3489, -2.1377, -4.0936)
H (5.2935, -2.8263, -3.8954)
H (2.1327, 4.8875, -0.1503)